1.
Entry from the OMol25 dataset: a cluster of 4 separate species, C14H26BrCl6NO4S in total (wB97M-V/def2-TZVPD).

**HOMO level**: -0.3646 Ha
**LUMO energy**: 0.408 eV
**SMILES string**: CC[C@H](Br)[C@H]1OS(=O)(=O)O[C@H]1N=C(C)C.ClCCCl.ClCCCl.ClCCCl

```
! RIJCOSX wB97M-V def2-TZVPD def2/J DEFGRID3
* xyz 0 1
H -1.053 -2.710 -6.224
Br -1.214 0.634 -0.942
H -0.194 -3.093 -1.533
Cl 2.951 9.099 -0.601
C -0.364 -2.490 -0.651
C 0.973 8.012 0.946
O 1.985 2.762 1.602
H -1.355 -2.058 -0.637
H 2.625 1.819 4.203
H 1.520 -1.805 0.097
Cl -1.564 -1.306 -4.400
H 0.455 7.102 1.243
H -1.466 1.084 4.414
H 1.988 0.254 4.665
C -1.694 -7.333 -1.234
Cl -3.573 -5.411 -1.772
H -3.524 -7.108 -0.162
H -0.537 2.022 5.568
C 1.617 1.390 1.754
C -3.173 -7.048 -1.191
Cl 0.043 -4.282 -4.066
C 1.369 0.873 0.318
H 2.913 7.114 0.673
H 2.260 0.360 -0.040
Cl 1.436 8.861 2.446
H -1.135 2.766 4.048
C -1.777 -2.755 -5.414
S 1.233 3.370 0.320
C 1.769 1.317 4.635
Cl -1.062 -7.468 -2.896
H -0.209 -0.458 1.079
H -1.897 -4.882 -5.233
H 1.850 7.030 -0.731
H -1.124 -6.559 -0.724
C 2.167 7.657 0.100
H -3.732 -7.761 -1.790
H 1.600 1.707 5.625
H 0.276 8.646 0.404
C -0.733 1.876 4.516
C 0.524 1.488 3.797
H -1.497 -8.286 -0.747
C -1.633 -4.025 -4.616
O -0.080 3.729 0.640
H 1.142 -1.188 -1.521
H -0.289 -3.123 0.229
H 2.508 0.869 2.095
C 0.729 -1.413 -0.541
N 0.417 1.292 2.546
O 1.277 2.021 -0.532
C 0.223 -0.154 0.137
H -2.777 -2.700 -5.840
O 2.079 4.282 -0.322
H -2.276 -4.021 -3.741
*
```


2.
Entry from the OMol25 dataset: a cluster of 6 separate species, C14H26Cl10O3 in total (wB97M-V/def2-TZVPD).

**HOMO level**: -0.3853 Ha
**LUMO energy**: 0.268 eV
**SMILES string**: C[C@H]1COC(=O)O1.ClCCCl.ClCCCl.ClCCCl.ClCCCl.ClCCCl

```
! RIJCOSX wB97M-V def2-TZVPD def2/J DEFGRID3
* xyz 0 1
C -0.300 2.872 1.527
H 1.961 -1.838 -0.075
H -3.090 -1.830 1.104
C -3.003 0.321 1.104
Cl 2.802 0.913 -0.504
H 1.327 -1.573 -1.611
C 1.154 -1.297 -0.570
H 0.886 -4.539 5.391
H 0.632 -4.487 -3.651
Cl 0.298 3.337 -3.409
O 0.117 3.733 0.551
Cl -5.297 -1.105 1.297
C -3.681 -1.002 0.714
H -2.754 3.274 0.136
H 2.710 2.340 -5.086
Cl 2.307 4.575 -5.664
H -3.660 1.164 0.890
H 2.369 4.197 -2.490
H 1.045 0.337 0.794
Cl -2.950 0.404 2.922
C 0.927 -4.169 4.366
H 2.902 -3.482 4.011
H -3.571 -1.155 -0.360
C 2.209 -4.224 3.614
H -1.111 4.142 -0.977
C 1.917 -4.921 -1.964
H 0.502 0.848 -0.863
Cl -0.582 -4.835 3.773
C -2.240 3.914 0.854
H 3.795 3.268 -4.357
C -3.024 4.902 1.761
O 0.415 2.165 2.128
O -1.660 2.938 1.681
H -0.093 -4.124 -2.087
H 2.193 2.469 -2.539
Cl -0.328 -6.341 -2.495
Cl 1.939 -3.680 1.919
H 2.606 -5.238 3.577
H -2.000 0.453 0.699
H 0.622 -3.124 4.430
H -2.604 5.908 1.723
H 2.363 -3.927 -1.971
C -1.011 4.377 0.083
H 1.866 -5.228 -0.919
C 2.715 3.260 -4.503
C 0.529 -4.840 -2.625
Cl 3.139 -5.938 -2.825
C 2.045 3.374 -3.127
Cl -0.476 -1.965 -0.358
H -3.942 5.194 1.251
H -3.230 4.514 2.758
C 1.183 0.226 -0.282
H -0.869 5.444 0.255
*
```


3.
Entry from the OMol25 dataset: a structure of composition C14H26LuN2OS2 (wB97M-V/def2-TZVPD).

**HOMO level**: -0.7071 Ha
**LUMO energy**: -10.065 eV

```
! RIJCOSX wB97M-V def2-TZVPD def2/J DEFGRID3
* xyz 3 1
C 3.977 0.193 -1.424
C 2.081 0.580 2.583
C -0.820 -1.312 -2.958
C -2.571 2.280 -0.369
C 0.375 0.505 4.342
H -2.974 1.401 -0.888
H 1.238 0.680 4.986
H 4.818 -0.625 0.425
H -2.987 -1.628 -0.722
H 0.744 -0.058 -2.898
H 3.148 0.455 0.784
Lu 0.564 0.041 -0.087
N -0.166 -0.062 -2.438
H -0.744 -3.414 -2.501
C -2.454 -2.449 -0.217
H 2.726 -0.165 3.067
H -1.030 3.221 -2.608
H 2.482 1.574 2.828
H -2.971 0.004 4.065
H -1.898 -1.204 -2.843
S -0.735 2.318 -0.444
H 3.794 1.098 -2.011
H -1.965 0.928 -2.885
H -2.705 -2.451 0.856
C 4.485 0.256 -0.145
C -0.940 0.362 4.745
H 3.790 -0.746 -1.953
H -2.329 -0.187 1.665
N -0.298 0.189 2.043
H -2.864 2.263 0.687
H -2.917 3.213 -0.833
C -0.458 2.359 -2.256
H -2.734 -3.420 -0.650
H 0.802 -2.541 -2.291
C -1.586 0.039 2.447
C 0.645 0.423 2.989
H 0.617 2.531 -2.409
O 2.193 0.405 1.147
S -0.619 -2.337 -0.362
C -1.931 0.134 3.781
C -0.290 -2.479 -2.173
H -0.604 -1.407 -4.030
C -0.889 1.104 -2.990
H -0.663 1.189 -4.067
H -1.173 0.437 5.796
H 4.714 1.236 0.315
*
```


4.
Entry from the OMol25 dataset: a structure of composition C14H26MgNP (wB97M-V/def2-TZVPD).

**HOMO level**: -0.2609 Ha
**LUMO energy**: 0.218 eV

```
! RIJCOSX wB97M-V def2-TZVPD def2/J DEFGRID3
* xyz 0 1
H -3.180 3.302 0.234
H -2.261 -1.179 -3.301
H 0.989 -0.298 1.955
H 2.133 -1.489 2.524
H -2.213 1.294 -2.439
H -2.518 3.750 -1.379
C -0.543 -0.762 -0.413
C -0.827 -2.608 -2.469
H -3.174 0.719 -1.036
H 1.867 -2.961 0.493
H -1.205 1.383 3.084
C 1.054 -2.289 0.822
C 3.785 0.156 1.687
C -1.396 -0.480 -1.463
H 3.552 1.196 1.973
H 0.665 1.559 -1.764
H 4.719 0.181 1.109
H 0.613 -3.803 -1.371
H 2.276 0.728 -0.782
C 0.038 -2.874 -1.404
P -1.233 1.974 -0.284
C -2.265 3.474 -0.346
H -2.691 -1.264 2.898
C 1.685 -1.105 1.590
H -1.700 4.288 0.127
H 2.403 -1.025 -1.099
H -0.405 1.514 2.934
C 2.810 -0.196 -0.503
C 0.174 -1.942 -0.351
H -3.584 0.001 1.968
C -2.152 0.830 -1.442
H -0.311 2.937 -2.322
C -1.562 -1.418 -2.498
C -2.771 -0.746 1.925
H 3.873 -0.049 -0.756
C 0.100 2.436 -1.437
H 0.474 -2.848 1.582
H 3.959 -0.412 2.614
H -0.920 -3.310 -3.292
Mg -0.768 0.119 1.509
H -3.003 -1.487 1.136
N 2.724 -0.409 0.905
H 0.787 3.112 -0.919
*
```


5.
Entry from the OMol25 dataset: a structure of composition C14H26N3O8RuS5Se (wB97M-V/def2-TZVPD).

**HOMO level (spin up / spin down)**: -0.1940 / -0.1926 Ha
**LUMO energy (spin up / spin down)**: 0.925 / 0.928 eV

```
! RIJCOSX wB97M-V def2-TZVPD def2/J DEFGRID3
* xyz -1 1
H 2.080 4.416 -2.790
H -0.134 -3.315 -3.680
H 4.154 2.867 -1.386
H -0.222 3.219 4.714
Ru -0.623 0.865 -0.385
C 0.777 -4.641 -1.655
O -1.077 0.576 1.555
H 3.076 3.097 -3.406
C 0.431 -2.626 -3.050
S 1.503 1.370 0.382
H -1.687 2.363 2.906
N -0.848 3.109 2.729
C 0.211 3.150 3.717
S 0.061 1.671 -2.396
Se -2.636 0.370 2.245
N 0.564 -3.211 -1.728
C 2.055 3.380 -3.137
H 1.409 -4.938 -2.496
S -1.470 3.425 0.141
C -0.587 3.640 1.576
H 2.158 4.133 3.558
C 3.455 3.018 -0.560
C 1.495 2.484 -2.062
H -4.907 -0.342 -0.511
O -2.277 -1.139 -2.652
H 1.543 -6.072 -0.229
C -4.551 -0.729 -1.464
H 0.397 -2.739 2.655
H -0.178 -5.174 -1.751
O 0.463 -1.168 -0.812
C 1.106 4.356 3.403
H 3.301 4.093 -0.437
S 0.820 4.714 1.639
H 0.780 -1.250 1.767
O -2.701 -1.077 2.953
O -2.302 -1.365 -0.236
H 1.409 -2.440 -3.507
H 1.431 3.328 -4.027
H -4.841 -1.764 -1.621
C 1.437 -4.992 -0.340
O -3.854 0.705 1.252
N 0.495 -2.969 0.596
C 2.145 2.334 -0.836
H 3.893 2.624 0.355
H -0.394 -4.876 0.796
S -2.787 -0.628 -1.387
C 0.175 -2.154 1.763
H 0.775 2.216 3.645
C 0.487 -2.396 -0.633
H -4.860 -0.095 -2.292
O -2.551 1.567 3.397
H 2.431 -4.538 -0.303
H 0.827 5.238 3.977
C 0.596 -4.404 0.775
H -0.871 -1.862 1.783
H -0.123 -1.695 -2.976
O -2.526 0.851 -1.275
H 1.070 -4.582 1.742
*
```


6.
Entry from the OMol25 dataset: a structure of composition C14H26N6O6Pd (wB97M-V/def2-TZVPD).

**<S²>**: 2.144
**HOMO level (spin up / spin down)**: -0.2383 / -0.2575 Ha
**LUMO energy (spin up / spin down)**: -0.214 / -0.927 eV

```
! RIJCOSX wB97M-V def2-TZVPD def2/J DEFGRID3
* xyz 0 3
H -0.791 5.006 0.445
O 2.945 -1.072 -0.533
H 3.094 -3.289 -1.668
C 2.044 -1.588 3.541
C 2.086 0.823 2.245
C -0.765 -4.086 -0.405
N -1.064 0.994 1.098
C -1.102 2.334 1.213
O -1.720 -1.945 0.807
H -0.758 0.848 -2.511
H 3.790 0.126 5.804
N 3.329 -0.650 5.354
O 0.100 -1.295 -3.470
C 2.021 -3.469 -1.817
H 0.603 4.769 1.508
C 2.724 -0.507 4.150
H -1.701 -4.005 -0.971
H 0.681 -0.592 -3.106
C -2.044 3.013 2.139
Pd 0.297 0.107 -0.206
H -2.049 0.485 -1.316
H -1.016 -4.356 0.628
H -1.498 3.570 2.912
H 1.791 -4.513 -1.572
H 0.810 -2.183 1.887
C 0.161 4.464 0.544
N 0.783 2.153 -0.125
H 3.202 1.620 3.897
H -1.888 -0.675 1.476
O -1.894 0.318 1.887
O 1.932 2.627 -0.473
H 2.053 1.385 -1.582
H 1.779 -3.315 -2.882
C 1.373 -1.373 2.343
H -1.310 -0.898 -2.289
H 0.835 4.768 -0.266
H -0.018 -1.063 -4.407
H -2.656 3.741 1.594
N 1.415 -0.196 1.696
H 2.030 -2.583 3.988
C 2.712 0.739 3.482
N 1.731 -1.305 -0.642
N -0.614 -1.732 0.173
H 1.501 1.309 -3.017
C 1.231 -2.544 -0.973
O 1.669 0.721 -2.240
H -0.161 -4.883 -0.842
H -2.696 2.280 2.621
H 2.165 1.744 1.678
C -1.162 0.083 -1.838
C -0.037 -2.804 -0.437
C -0.081 2.999 0.496
H 3.341 -1.536 5.836
*
```


7.
Entry from the OMol25 dataset: a structure of composition C14H26NO3PPbS (wB97M-V/def2-TZVPD).

**HOMO level (spin up / spin down)**: -0.5565 / -0.5564 Ha
**LUMO energy (spin up / spin down)**: -9.812 / -9.813 eV

```
! RIJCOSX wB97M-V def2-TZVPD def2/J DEFGRID3
* xyz 2 1
H 0.505 2.884 -0.565
H -0.565 -3.879 3.066
C 1.832 -1.107 -1.449
H -3.139 2.825 -1.085
H -0.771 -1.597 -2.303
C -1.237 -1.876 2.574
H -2.871 -0.060 -1.956
H 2.774 -0.665 -1.832
H 0.957 -0.544 -4.011
H -1.681 1.280 2.426
H -0.325 -3.171 -3.047
C -2.857 -0.307 -0.882
C 0.726 -2.905 1.620
Pb 0.395 1.160 -0.032
C 1.016 -1.749 0.867
C 1.528 4.459 1.473
H 2.610 -1.249 -3.960
P -1.948 1.007 0.039
H 1.239 -2.228 -4.569
H 2.413 -2.874 -0.301
O 2.499 2.719 3.381
H 1.524 4.564 0.361
H 1.379 -3.778 1.508
H -3.892 -0.420 -0.514
H 0.607 2.451 -1.275
H -2.649 3.278 0.577
C 0.182 -0.604 1.002
H -2.132 -1.926 3.205
C -0.370 -2.970 2.488
H -2.308 -1.253 -0.743
O 0.724 1.493 1.952
C -0.974 -0.710 1.833
H 0.543 4.751 1.890
H 2.303 5.146 1.862
H 1.128 -0.256 -1.261
C 1.540 -1.479 -3.814
H -2.994 0.093 2.131
S 1.919 2.743 1.960
H 3.062 -1.330 0.290
N 1.337 -2.018 -2.478
C -1.990 0.419 1.803
C 2.164 -1.813 -0.123
C -0.039 -2.443 -2.268
H -4.082 2.219 0.321
C -3.070 2.469 -0.043
H -0.140 -2.939 -1.289
O 3.125 2.192 1.174
*
```


8.
Entry from the OMol25 dataset: a structure of composition C14H27AlB2BrCl2F8KO7PS (wB97M-V/def2-TZVPD).

**HOMO level**: -0.4339 Ha
**LUMO energy**: -10.675 eV

```
! RIJCOSX wB97M-V def2-TZVPD def2/J DEFGRID3
* xyz 1 1
C 0.088 0.437 -0.142
C 0.411 -0.627 0.935
C 4.980 -1.424 -1.489
H 1.474 -0.901 0.863
Al -3.977 4.520 4.703
Br 0.059 3.268 -0.518
H -3.178 0.519 3.891
O 1.678 -3.191 -0.289
H 0.313 0.085 -1.161
H 0.259 -0.207 1.945
O 6.844 -0.593 -2.793
H -4.794 -0.387 0.168
H -4.873 0.904 2.483
H -1.146 1.874 2.793
H 1.970 1.585 -0.432
H -1.277 2.801 4.350
C -3.095 2.909 3.102
H -2.644 -1.523 4.118
C -1.625 -1.366 4.503
B 5.884 -3.471 -1.175
H -3.850 3.342 1.127
C -3.452 2.454 1.642
C -1.798 2.160 3.623
F 2.540 1.586 -8.076
F 4.582 -0.317 -9.480
Cl -4.621 7.176 4.476
H -2.588 1.201 5.468
H -2.788 3.994 3.038
H -3.614 -1.286 1.988
H 2.044 -2.387 -0.689
H -2.534 2.116 1.136
O -1.219 0.006 4.499
K 6.912 1.180 -4.049
H -2.892 -2.647 0.362
F 4.507 -0.396 -7.250
H -3.471 0.784 -0.273
H -0.962 0.749 -0.061
H -2.217 -0.102 1.829
S -0.604 -2.149 0.829
Cl -2.152 -2.906 -2.487
O 4.728 -2.567 -0.918
H -3.933 2.733 3.814
O 6.840 -2.662 -1.990
C -3.973 0.240 0.541
F 4.654 1.684 -7.368
O -0.187 -4.009 -1.513
C 6.320 -1.492 -2.168
F 5.469 -4.585 -1.888
C -4.537 1.321 1.523
C -2.982 -0.698 1.308
H 1.258 1.787 1.180
H -5.417 1.749 1.018
F 2.615 -0.441 -8.435
C -2.302 0.910 4.437
H -1.594 -1.734 5.539
B 0.334 -3.223 -0.489
C -2.312 -1.715 0.320
O 4.240 -0.468 -1.471
H -2.385 -1.322 -0.696
F 6.469 -3.853 0.023
H -0.928 -1.924 3.862
H -0.647 -3.510 -2.339
C 1.023 1.667 0.112
P 3.855 0.637 -8.358
F 4.218 1.703 -9.554
*
```


9.
Entry from the OMol25 dataset: a structure of composition C14H27B3BrO6 (wB97M-V/def2-TZVPD).

**HOMO level**: -0.1376 Ha
**LUMO energy**: 2.412 eV

```
! RIJCOSX wB97M-V def2-TZVPD def2/J DEFGRID3
* xyz -1 1
H 7.801 -2.914 0.739
C -3.329 0.029 -0.950
O 4.161 0.736 -0.605
C -1.237 -0.473 0.351
H -5.037 1.146 -1.565
H -0.909 -0.616 1.381
H 1.654 0.409 -1.369
H -1.093 0.590 0.145
C -0.412 -1.277 -0.653
H -2.809 0.969 -1.118
C 6.034 2.093 0.632
H -2.886 -1.800 0.149
C -6.712 1.446 0.346
H -3.179 -0.394 1.203
H 5.657 2.871 1.295
C 5.997 -2.159 1.613
C -2.765 -0.723 0.253
B 3.415 -0.462 -0.549
C 1.078 -1.363 -0.198
H 2.109 -1.198 -2.143
O 4.710 0.123 1.595
H -6.751 1.965 1.310
H -5.387 -0.549 -1.488
H 1.151 -0.914 0.795
H -0.799 -2.284 -0.793
O -7.935 0.786 0.092
B 4.878 -1.182 1.098
H 1.336 -2.417 -0.141
C 6.576 2.709 -0.628
H -0.415 -0.728 -1.592
H -9.618 0.398 1.150
C 7.196 -2.057 1.006
O 7.631 3.336 -0.613
H -6.549 2.223 -0.399
C 2.012 -0.596 -1.151
H -4.816 0.898 1.124
H 5.811 -2.860 2.423
O 5.870 2.579 -1.755
H -8.219 0.728 2.165
C -4.855 0.247 -0.972
H -5.845 -0.463 0.794
H -3.095 -0.583 -1.823
B 4.920 0.968 0.495
C -8.545 0.245 1.243
H 6.883 1.642 1.139
H -8.350 -0.827 1.304
C -5.513 0.494 0.391
H 7.558 -1.057 0.781
Br 2.215 -1.250 -4.163
O 4.054 -1.555 0.087
H 6.352 3.075 -2.429
*
```


Table of E (Ha), in record order: -6638.0910, -5376.6522, -2764.7728, -1145.1146, -5802.5540, -1456.5839, -1760.9329, -7001.1178, -3649.9584
Table of max |F| (eV/Å), in record order: 1.7, 2.9, 2.1, 2.5, 3.5, 4.5, 11.1, 3.1, 1.9